(1)
Molecular formula: C32H31N2O5TeV
Method: DFT, ωB97M-V with the def2-TZVPD basis set

Each line ends with the Mulliken spin population.
Positions of all 72 atoms, in Å:
V 1.4380 -0.6467 0.3613  1.1619
O -1.2487 -3.2243 2.1089  0.0011
C -0.2129 -2.5839 1.6483  -0.0045
O -0.3158 -1.7102 0.7651  0.0009
C 1.1320 -2.8835 2.1501  0.0066
C 1.5816 -3.7946 3.0376  -0.0072
C 3.0173 -3.8824 3.1943  0.0026
C 3.8620 -3.0286 2.5811  -0.0084
C 3.3091 -1.9298 1.7719  -0.0102
N 1.9891 -2.0987 1.4401  -0.0143
C 4.0196 -1.4744 0.4697  0.0133
O 5.1884 -1.5972 0.2834  -0.0024
O 3.1343 -0.9234 -0.3775  -0.0100
H -2.0536 -2.8748 1.6843  0.0006
H 0.9094 -4.4502 3.5704  -0.0001
H 3.4208 -4.6782 3.8057  -0.0002
H 4.9365 -3.1154 2.6621  0.0003
C -1.1306 -0.3880 -7.3620  0.0001
C -0.8525 -0.0248 -5.9318  0.0002
C -1.5547 0.9851 -5.2918  -0.0008
C -1.3045 1.3387 -3.9686  0.0017
C -2.1126 2.4443 -3.3441  -0.0022
C -0.3224 0.6272 -3.2740  -0.0041
Te 0.0281 1.1686 -1.2611  -0.0257
N 1.7913 0.5070 1.5873  -0.1167
C 2.6957 0.4063 2.5495  0.0271
O 3.4757 -0.6179 2.6944  -0.0148
C 2.8649 1.4780 3.5397  -0.0070
C 2.2421 2.7062 3.3229  -0.0026
C 2.3980 3.7278 4.2414  0.0001
C 3.1659 3.5215 5.3805  -0.0002
C 3.7855 2.2972 5.5997  -0.0007
C 3.6427 1.2745 4.6799  0.0009
C -1.8514 0.7167 -0.3769  -0.0116
C -2.6232 -0.3885 -0.7495  0.0012
C -2.2386 -1.3617 -1.8283  0.0034
C -3.8216 -0.6037 -0.0702  0.0006
C -4.2557 0.2249 0.9547  -0.0006
C -5.5667 -0.0150 1.6492  -0.0002
C -3.4506 1.3002 1.3131  0.0013
C -2.2523 1.5662 0.6643  0.0145
C -1.4190 2.7385 1.1146  0.0026
C 0.4171 -0.3891 -3.8905  -0.0070
C 1.4877 -1.1671 -3.1764  0.0140
C 0.1335 -0.6955 -5.2136  -0.0006
H -1.8940 0.2568 -7.7936  -0.0001
H -1.4742 -1.4207 -7.4387  0.0000
H -0.2274 -0.2992 -7.9667  0.0000
H -2.3186 1.5269 -5.8377  0.0002
H -2.6962 2.9662 -4.0996  -0.0003
H -1.4714 3.1770 -2.8483  0.0003
H -2.8052 2.0560 -2.5936  0.0003
H 1.6518 2.8538 2.4267  0.0006
H 1.9243 4.6849 4.0720  0.0000
H 3.2839 4.3200 6.1009  0.0001
H 4.3846 2.1440 6.4868  -0.0001
H 4.1273 0.3215 4.8377  -0.0002
H -1.1745 -1.5967 -1.7986  -0.0008
H -2.4573 -0.9713 -2.8227  -0.0004
H -2.7946 -2.2918 -1.7096  -0.0001
H -4.4393 -1.4457 -0.3662  0.0000
H -5.9745 -0.9945 1.4041  0.0000
H -6.2998 0.7355 1.3486  -0.0001
H -5.4581 0.0533 2.7318  0.0000
H -3.7641 1.9540 2.1193  -0.0001
H -1.9099 3.2681 1.9285  0.0001
H -1.2534 3.4473 0.3013  -0.0002
H -0.4379 2.4091 1.4742  -0.0015
H 2.2530 -0.5265 -2.7397  0.0003
H 1.9841 -1.8575 -3.8559  0.0006
H 1.0593 -1.7732 -2.3683  -0.0016
H 0.7035 -1.4784 -5.7017  -0.0001

As for the charge: +1. As for the spin multiplicity: 2. For the orbital gap (spin up / spin down), the calculation gives 6.77 / 7.13 eV. The LUMO energy (spin up / spin down) is -0.158 / -0.146 hartree.

---

(2)
Molecular formula: C19H31N3O3S
Method: DFT, ωB97M-V with the def2-TZVPD basis set

Each line ends with the Mulliken charge.
Positions of all 57 atoms, in Å:
C -7.1047 -0.9306 -0.9803  -1.0075
H -6.3522 -1.3262 -1.8500  0.3043
H -7.3984 0.1198 -1.4084  0.2073
H -7.9250 -1.6555 -0.9439  0.3867
C -6.3294 -0.9709 0.0746  -0.9435
N -5.2247 -0.0545 0.1528  0.2567
S -3.9832 -0.8108 -0.5655  1.0133
O -3.6837 -0.0050 -2.1084  -0.7536
O -4.1582 -2.0788 -0.8356  -0.5604
C -2.4807 -0.4206 0.3702  0.1748
C -1.4278 0.4268 -0.0640  0.3082
C -0.4077 0.5118 0.6958  -0.2333
C -0.4058 -0.1989 2.0068  -0.6250
C -1.5705 -0.5322 2.5963  -0.8878
C -2.6610 -0.8202 1.5574  0.0534
H -3.6393 -1.3075 2.1201  0.1366
H -1.6343 -1.1111 3.6368  0.2796
H 0.3616 0.0697 2.8828  0.2468
N 0.9951 1.1201 0.3528  0.1410
C 1.2202 1.5963 -0.6651  0.6136
O 0.4919 1.6577 -1.8427  -0.7835
C 2.5754 2.1475 -0.5919  -0.7027
N 3.4882 1.4093 0.2545  0.3276
C 4.5813 2.0921 0.8422  -0.9586
H 5.3009 2.5556 -0.3818  0.1579
H 4.3734 2.9392 1.2056  0.5516
H 5.2316 1.2403 1.3511  0.1265
C 3.8163 0.0986 -0.3081  -0.4849
C 3.9035 -1.0535 1.0157  -0.7502
C 4.1182 -2.4933 0.4710  -1.0794
C 5.2463 -2.4833 -0.6421  -0.6295
C 5.0298 -1.6473 -1.8812  -0.7383
C 4.9944 -0.1478 -1.2221  -0.9394
H 5.8689 -0.0537 -0.7517  0.5749
H 4.8010 0.4307 -2.0799  0.3287
H 5.9459 -1.5085 -2.4058  0.3356
H 4.1788 -1.8664 -2.4773  0.4282
H 5.2775 -3.5981 -0.7013  0.3242
H 6.1613 -2.3403 -0.0665  0.3561
H 4.1188 -3.0036 1.3379  0.5761
H 3.2278 -2.8084 0.0710  0.5093
H 4.7598 -0.6881 1.6792  0.3843
H 3.0495 -0.9663 1.6304  0.2930
H 2.8283 -0.5296 -0.7823  0.0200
H 2.5515 3.1576 -0.4923  0.6031
H 3.2427 1.9804 -1.7868  0.2008
H 1.7335 0.8935 1.1353  0.2837
H -1.1731 0.3963 -1.0728  0.4481
C -5.3609 1.5151 -0.3613  -1.0804
C -4.3608 2.3601 0.2595  -1.1382
H -4.4674 3.3913 0.0466  0.4354
H -3.3204 2.1348 -0.4363  0.1440
H -3.8183 2.1592 1.1568  0.3797
H -6.2464 1.6603 0.3274  0.3804
H -5.3829 1.4603 -1.2270  1.0143
H -6.9316 -0.2744 1.2348  0.2881
H -6.0249 -1.8394 0.4669  0.7021

As for the charge: 0. For the orbital gap, the calculation gives 8.60 eV. The LUMO energy is 0.002 hartree.

---

(3)
Molecular formula: C4H8O2S2
Method: DFT, ωB97M-V with the def2-TZVPD basis set

Each line ends with the Mulliken charge.
Positions of all 16 atoms, in Å:
C 3.5615 -1.1260 -0.5630  -0.8130
S 2.3552 0.0074 0.1940  0.9440
O 2.5612 0.0699 1.6282  -0.5691
O 1.0788 -0.9101 -0.1707  -0.4945
S 2.1003 1.6346 -0.7800  -0.3032
H 3.7326 -0.9000 -1.6631  0.3122
H 4.6331 -1.0131 -0.0989  0.2997
H 3.0542 -2.1514 -0.4719  0.2883
H 0.2966 -0.4741 0.3570  0.2779
C -0.7849 1.1237 -0.3568  -0.3421
C -0.8946 1.2275 0.8288  0.2120
C -1.0885 1.2364 2.3158  -1.1807
H -0.6836 1.1031 -1.3845  0.4402
H -2.0217 1.1815 2.6945  0.4037
H -0.5073 0.3721 2.6492  0.2617
H -0.7258 2.2192 2.6934  0.2628

As for the charge: 0. For the orbital gap, the calculation gives 9.54 eV. The LUMO energy is 0.024 hartree.

---

(4)
Molecular formula: C6H17N4O2S
Method: DFT, ωB97M-V with the def2-TZVPD basis set

Each line ends with the Mulliken charge.
Positions of all 30 atoms, in Å:
C 3.0311 -0.4152 -0.0120  0.6510
C -2.3947 0.9326 -1.2029  -0.9097
C -0.9691 0.9511 2.0453  -1.1915
C -0.8960 -2.4211 -1.1802  -0.9510
C -0.8208 0.6721 -1.1881  -0.7140
C 0.1964 0.7814 1.0619  -0.7600
N 3.1103 0.7261 0.4921  -0.4462
N 4.3633 0.4191 -0.1298  -0.2302
N 2.6163 -1.5389 -0.2783  -0.4474
N -0.2187 0.0023 0.0042  0.2568
O -1.9638 -1.5678 1.0936  -0.5472
O 0.4785 -2.0696 0.9515  -0.5334
S -0.7503 -1.4619 0.3373  1.0543
H -2.7992 0.2480 -1.9237  0.2943
H -2.7733 0.8855 -0.1414  0.2138
H -2.6693 1.9546 -1.4178  0.3583
H -0.7636 1.6966 2.7428  0.4731
H -1.9858 0.9899 1.5941  0.1797
H -1.1466 -0.0747 2.5424  0.3389
H -1.7032 -2.0290 -1.8193  0.3259
H 0.0619 -2.4032 -1.6802  0.3597
H -1.1998 -3.4662 -0.7155  0.3843
H -0.2806 1.6726 -1.1889  0.3562
H -0.4888 0.0806 -2.1188  0.4419
H 0.9322 0.1969 1.7360  0.3509
H 0.4950 1.7517 0.7132  0.5839
H 5.3232 0.4585 0.4484  0.3202
H 4.3974 0.9935 -0.9639  0.2958
H 1.4074 -1.8317 0.3281  0.2741
H 3.0606 -2.1585 -0.9622  0.2171

As for the charge: +1. For the orbital gap, the calculation gives 10.46 eV. The LUMO energy is -0.102 hartree.

---

(5)
Molecular formula: C3H2LiLuO3
Method: DFT, ωB97M-V with the def2-TZVPD basis set

Each line ends with the Mulliken charge.
Positions of all 10 atoms, in Å:
O 0.7604 1.6873 0.7156  -0.5770
O 0.0387 -0.7462 -0.8878  -0.3311
C -0.1393 -1.6782 0.0468  0.9521
C -0.3805 0.6002 -0.7948  0.0303
O -0.4123 -1.3703 1.2074  -0.8046
C -0.4004 1.6384 0.0822  0.0211
Lu 0.4892 -3.9702 -0.7286  1.1380
H -0.8607 2.5755 -0.2722  0.3625
H 0.5950 1.0981 -1.4196  0.3112
Li 0.3101 0.1654 2.0510  0.8974

As for the charge: +2. For the orbital gap (spin up / spin down), the calculation gives 6.09 / 7.57 eV. The LUMO energy (spin up / spin down) is -0.383 / -0.332 hartree.

---

(6)
Molecular formula: C29H21AuIN6
Method: DFT, ωB97M-V with the def2-TZVPD basis set

Each line ends with the Mulliken charge.
Positions of all 58 atoms, in Å:
Au 0.5178 0.3218 -1.5299  0.6717
N 5.3806 0.8730 -1.3591  0.0853
C 4.4829 -0.1027 -1.5634  -0.2071
N 3.2816 0.4210 -1.6557  -0.1652
C 3.5122 1.7481 -1.5046  -0.0699
N 4.7757 2.0687 -1.3220  -0.6336
C 2.4556 2.7770 -1.5806  0.5350
C 2.7863 4.1330 -1.5423  -0.1280
N 1.8812 5.0878 -1.6549  -0.5481
C 0.6166 4.7038 -1.8182  -0.5989
C 0.2627 3.3705 -1.8516  -0.2912
N 1.1812 2.4071 -1.7254  0.0516
H 6.3795 0.8082 -1.2414  0.1887
H 4.7388 -1.1462 -1.6266  0.5025
H 3.8210 4.4237 -1.4202  0.5073
H -0.1345 5.4757 -1.9212  0.3828
H -0.7667 3.0586 -1.9729  0.5003
I -1.0926 0.2458 -3.7383  0.0394
C -1.9505 -1.4487 -2.8594  0.6658
C -3.0975 -1.9385 -3.4047  -0.5025
C -3.6237 -3.1518 -2.9110  -0.7764
C -2.9490 -3.8426 -1.9488  -0.8888
C -1.7425 -3.3465 -1.3954  0.7630
C -1.0095 -4.1041 -0.4476  -0.8606
C 0.1689 -3.6382 0.0492  -0.8828
C 0.6318 -2.3501 -0.3081  -0.0306
C -0.0652 -1.5745 -1.1897  0.6653
C -1.2417 -2.0870 -1.8122  -0.5786
H -3.5956 -1.4258 -4.2154  0.4286
H -4.5404 -3.5412 -3.3308  0.4415
H -3.3192 -4.7976 -1.5999  0.4388
H -1.3942 -5.0701 -0.1477  0.4254
H 0.7409 -4.2323 0.7490  0.4219
H 1.5219 -1.9607 0.1677  0.5157
N 1.0781 0.4426 0.3929  -0.6567
C 0.1572 0.3950 1.2696  0.4924
C -1.2940 0.1626 1.0101  -0.0572
C -1.8943 -1.0101 1.4528  -0.0688
C -3.2187 -1.2700 1.1393  -0.9266
C -3.9596 -0.3448 0.4135  -0.5042
C -3.3747 0.8464 0.0083  -0.9184
C -2.0425 1.0980 0.3039  0.0811
C 0.5809 0.5648 2.6911  0.4236
C -0.3160 1.0583 3.6349  -0.2494
C 0.0843 1.2370 4.9500  -0.8275
C 1.3764 0.9088 5.3323  -0.4195
C 2.2713 0.4051 4.3967  -0.7031
C 1.8776 0.2372 3.0808  -0.4314
H -1.3146 -1.7295 2.0179  0.5979
H -3.6759 -2.1946 1.4646  0.4501
H -4.9960 -0.5455 0.1805  0.4584
H -3.9582 1.5812 -0.5300  0.4608
H -1.5806 2.0319 0.0053  0.6780
H -1.3280 1.3057 3.3408  0.4409
H -0.6142 1.6267 5.6771  0.4122
H 1.6856 1.0386 6.3600  0.4062
H 3.2754 0.1403 4.6973  0.4102
H 2.5665 -0.1509 2.3431  0.3824

As for the charge: +1. For the orbital gap, the calculation gives 7.31 eV. The LUMO energy is -0.135 hartree.

---

(7)
Molecular formula: C5H33ClN2O16
Method: DFT, ωB97M-V with the def2-TZVPD basis set

Each line ends with the Mulliken charge.
Positions of all 57 atoms, in Å:
N 1.5973 4.0323 -0.2893  -0.5945
C 0.4163 4.4857 -0.2446  0.0027
C -0.8449 3.6567 -0.3797  -0.8761
N -1.1086 2.7704 0.7533  0.0088
C -0.3733 1.6387 0.8366  0.3587
O 0.0816 1.0211 -0.1030  -0.6905
O -0.2125 1.1812 2.1147  -0.2635
C 1.0227 1.6636 2.6580  0.0005
C 0.8279 1.9887 4.1252  0.3332
O 1.7118 1.9640 4.9377  -0.4798
Cl -0.8481 2.4593 4.5583  -0.1833
H 1.5916 3.0182 -0.4328  0.2446
H 0.3309 5.5546 -0.1415  0.5381
H -1.6834 4.3368 -0.4623  0.3488
H -0.8237 3.1024 -1.3058  0.3511
H -1.1580 3.2507 1.6410  0.3448
H 1.8049 0.9339 2.5350  0.3457
H 1.3137 2.5630 2.1228  0.1621
O 3.6035 1.5824 1.1769  -0.5480
H 3.8936 1.3128 0.2991  0.2692
H 4.1338 2.3611 1.3739  0.2846
O -1.0530 -1.6616 -0.0918  -0.5635
H -0.7484 -1.9188 -0.9689  0.2432
H -0.6044 -0.8196 0.0715  0.3732
O 2.3850 -1.1383 -0.8270  -0.7151
H 2.0507 -1.3689 -1.7005  0.3323
H 1.7461 -0.4900 -0.4969  0.3680
O 2.6622 1.2359 -2.3137  -0.5382
H 3.1568 0.4626 -2.0147  0.3229
H 2.8451 1.3022 -3.2556  0.2550
O -2.6512 -1.8221 -2.8285  -0.6393
H -2.9762 -2.6972 -3.0638  0.3202
H -2.6207 -1.8368 -1.8670  0.2870
O -5.0269 -1.3530 -5.0594  -0.6324
H -4.3337 -1.3377 -4.3900  0.3453
H -4.6489 -0.8791 -5.8046  0.3078
O -0.1653 -3.4168 2.3584  -0.6337
H -0.1441 -2.7726 1.6410  0.3795
H -0.2704 -4.2553 1.9062  0.2848
O 0.8030 -4.3369 -0.0865  -0.5690
H 1.4666 -4.3065 0.6115  0.3571
H 1.1948 -3.8368 -0.8097  0.1744
O 1.0121 6.9705 -1.8503  -0.6381
H 1.1138 7.8822 -1.5606  0.3110
H 1.8995 6.6985 -2.1051  0.3204
O -0.6766 -7.1203 0.1499  -0.6353
H -1.5617 -6.7529 0.2229  0.3136
H -0.1661 -6.4216 -0.2780  0.3160
O -1.4220 -0.5935 6.1456  -0.6384
H -1.0998 -1.4538 5.8592  0.3202
H -0.9692 0.0355 5.5752  0.2954
O 2.1744 -4.7173 -2.5955  -0.6148
H 1.9915 -5.5727 -2.9951  0.3009
H 2.9720 -4.8656 -2.0778  0.3294
O -4.5569 -0.7406 -0.8100  -0.6051
H -5.1740 -0.5105 -0.1093  0.2940
H -3.6993 -0.4559 -0.4761  0.3140

As for the charge: 0. For the orbital gap, the calculation gives 10.17 eV. The LUMO energy is -0.003 hartree.

---

(8)
Molecular formula: C2H4N2S4
Method: DFT, ωB97M-V with the def2-TZVPD basis set

Each line ends with the Mulliken charge.
Positions of all 12 atoms, in Å:
S -2.0066 -1.1552 -0.1397  -0.3526
C -0.7906 0.0260 0.1991  0.3124
N -0.9427 1.2606 0.6664  -0.2744
S -2.4993 2.2147 0.7141  -0.1024
C 0.6902 -0.2156 -0.3368  0.4120
S 1.9475 0.8192 -0.1122  -0.4852
N 0.8999 -1.4131 -0.8243  -0.1834
S 2.3737 -1.8278 -1.5243  -0.1211
H -0.1370 1.8540 0.5593  0.2349
H -3.0054 1.8039 2.1382  0.1901
H 0.1135 -2.0902 -0.8041  0.2237
H 3.3568 -1.2765 -0.5359  0.1461

As for the charge: 0. For the orbital gap, the calculation gives 7.76 eV. The LUMO energy is -0.037 hartree.